Arrangement i

Formula: C7H11NO
Source: the Open Molecules 2025 dataset
Level of theory: wB97M-V/def2-TZVPD

## Properties
* HOMO-LUMO gap: 9.418 eV
* E_HOMO: -8.63 eV
* LUMO energy: 0.79 eV
* SMILES: N[C@]12CC=C(O)[C@H](C1)C2
* total charge: 0

Cartesian coordinates (Å):
N: -2.42067 0.05696 -0.09434
O: 2.99899 -0.27990 -0.07936
C: 0.75096 -1.18572 0.15504
C: 1.68207 0.14965 0.00737
H: -0.50395 1.64770 -1.16912
C: 1.07845 1.34932 0.15458
C: -0.34516 -0.79473 1.16679
H: -0.90037 -2.08860 -0.91833
H: -0.00235 -0.76043 -1.95280
C: -1.00430 -0.12664 -0.06322
H: -1.06231 -1.63005 1.34531
H: -1.04173 1.87823 0.55830
H: -2.69217 0.75252 0.69325
H: -0.14117 -0.29314 2.10837
C: -0.37134 1.27260 -0.07864
H: 3.55486 0.44939 -0.35226
H: 1.78107 2.26562 0.11110
H: -2.40804 0.62926 -1.01557
H: 1.32480 -2.05863 0.33647
C: -0.27765 -1.23341 -0.91295

Arrangement ii

Formula: C7H11NO
Source: the Open Molecules 2025 dataset
Level of theory: wB97M-V/def2-TZVPD

## Properties
* HOMO-LUMO gap: 9.045 eV
* E_HOMO: -9.08 eV
* LUMO energy: -0.04 eV
* SMILES: [H]/N=C(/C)C(=C)O.C#CC
* total charge: 0

Cartesian coordinates (Å):
C: -3.55905 -0.61664 -0.02343
H: 6.78115 -1.50134 1.63429
C: -2.57996 1.16225 -1.65662
H: -2.55606 1.83905 -0.80434
C: 6.16723 0.81588 1.31882
H: 6.51072 -0.84772 0.23660
H: -4.69126 -2.19703 0.16813
H: -4.92401 1.02794 -0.43983
C: 6.19703 1.87741 1.94856
C: -2.63958 -0.27369 -1.21497
C: -4.66572 0.16780 0.15066
H: -5.34494 0.09497 0.98638
N: -2.10154 -1.15223 -1.95634
H: -3.48343 1.41809 -2.20904
H: -1.71704 1.29379 -2.30414
O: -3.76179 -1.99889 0.00439
C: 6.19868 -0.65270 1.26993
H: 6.93094 2.50005 2.40542
H: -2.26758 -2.10178 -1.62374
H: 5.50621 -0.85519 2.10928

Arrangement iii

Formula: C7H11NO
Source: the Open Molecules 2025 dataset
Level of theory: wB97M-V/def2-TZVPD

## Properties
* HOMO-LUMO gap: 9.218 eV
* E_HOMO: -9.00 eV
* LUMO energy: 0.22 eV
* total charge: 0

Cartesian coordinates (Å):
N: 2.26494 -2.40343 -1.85923
C: 0.54328 -0.55920 -1.39600
H: 2.07470 -0.37095 0.62699
C: -0.96166 0.14021 2.34230
H: -1.67739 1.12091 -1.57201
H: -1.63142 0.24446 1.53915
H: 0.01046 -1.50682 1.65455
O: -0.27594 -0.49250 -2.50223
H: 1.00434 -0.53374 2.84512
H: -1.41952 -0.52436 3.13076
C: 1.14563 0.16780 0.85094
H: -0.92202 1.21824 2.65441
H: -0.08823 1.32000 -0.56753
H: 1.53760 1.15372 1.33830
C: 1.42235 -1.61048 -1.43034
H: -0.50556 1.65804 -3.17036
H: -2.12575 0.26451 -3.42844
C: 0.30570 -0.42900 1.99093
C: -1.12289 0.74496 -2.64615
C: 0.42134 0.39763 -0.40117

The structure with the least stability is arrangement ii.

Arrangement i

Formula: C7H11NO
Source: the Open Molecules 2025 dataset
Level of theory: wB97M-V/def2-TZVPD

## Properties
* HOMO-LUMO gap: 10.376 eV
* E_HOMO: -9.63 eV
* LUMO energy: 0.75 eV
* SMILES: CC(C)(C)N=C=O.C#C
* total charge: 0

Cartesian coordinates (Å):
H: -2.21101 1.82344 -0.15283
C: 1.83054 -2.33286 -0.02408
N: 0.92342 0.57471 -0.19714
H: -0.26172 -0.64549 1.82292
H: -0.71173 1.10112 2.00278
C: 1.95784 0.94735 0.16746
C: 2.13818 -1.55706 -0.84019
H: 1.47856 -3.09951 0.72002
H: -0.37907 -0.80653 -1.63209
H: 2.23965 -0.99591 -1.72725
O: 3.08097 1.25439 0.37659
H: -0.73481 -1.68858 -0.17009
H: -2.00148 -0.58904 -0.86434
H: -0.76979 2.59204 0.16045
H: -1.08204 1.87201 -1.54017
C: -1.16787 1.77073 -0.39226
C: -0.89156 0.22900 1.50434
H: -1.96727 -0.09328 1.48925
C: -0.48638 0.41488 0.07137
C: -0.98444 -0.77141 -0.77474

Arrangement ii

Formula: C7H11NO
Source: the Open Molecules 2025 dataset
Level of theory: wB97M-V/def2-TZVPD

## Properties
* HOMO-LUMO gap: 8.903 eV
* E_HOMO: -8.07 eV
* LUMO energy: 0.83 eV
* total charge: 0

Cartesian coordinates (Å):
H: -2.26174 2.82903 0.29301
H: -1.86519 -1.43781 -1.62990
H: 3.79481 -0.49456 -0.55292
C: 3.02216 -0.50370 0.22149
H: 2.86537 -1.54858 0.49689
C: -2.08788 -1.24316 -0.57437
H: 0.51583 -1.52852 0.87246
H: 1.87176 1.18667 -0.53288
H: 1.40261 -0.34249 -1.22026
C: 0.70336 0.63193 1.20365
O: -0.21352 1.63247 0.83394
H: 3.39007 0.02399 1.09820
C: 1.75240 0.13167 -0.29935
C: 0.16101 -0.53912 0.62453
C: -1.28579 1.06903 0.20240
H: -3.18688 1.54530 -0.30480
C: -1.12960 -0.26956 0.03040
H: -3.12068 -0.88393 -0.52297
N: -2.26825 1.94247 -0.18893
H: -2.05987 -2.20112 -0.05058

The structure with the least stability is arrangement ii.

Arrangement i

Formula: C7H11NO
Source: the Open Molecules 2025 dataset
Level of theory: wB97M-V/def2-TZVPD

## Properties
* HOMO-LUMO gap: 9.275 eV
* E_HOMO: -8.43 eV
* LUMO energy: 0.85 eV
* SMILES: O[C@@H]1[C@@H]2C[C@@H]3CCN3[C@@H]12
* total charge: 0

Cartesian coordinates (Å):
H: -2.09575 -2.07849 -0.80074
C: -2.12509 -0.22747 0.55205
H: -3.23897 -0.14923 0.36140
H: -0.09234 1.67164 1.41083
H: 0.67041 -0.75430 0.91859
N: -0.51698 -0.60764 -0.83147
H: -1.69599 1.06602 -1.19448
H: 1.11229 1.09920 -1.36446
C: 0.77465 -0.59039 -0.18136
C: 1.16925 0.87077 -0.29576
C: -1.49577 -1.49563 -0.06479
H: -0.13219 2.67895 0.00181
H: -1.97790 -0.03571 1.62647
O: 3.04661 -0.77159 0.57086
H: 3.87847 -0.31016 0.49764
C: 2.24298 -0.23216 -0.44052
H: 2.73502 -0.20802 -1.43244
H: -1.02981 -2.15525 0.67867
C: -0.05502 1.58082 0.29707
C: -1.17389 0.64861 -0.30937

Arrangement ii

Formula: C7H11NO
Source: the Open Molecules 2025 dataset
Level of theory: wB97M-V/def2-TZVPD

## Properties
* HOMO-LUMO gap: 10.042 eV
* E_HOMO: -9.24 eV
* LUMO energy: 0.81 eV
* SMILES: CC=C=C(C)C.N=C=O
* total charge: 0

Cartesian coordinates (Å):
C: -0.02409 1.94194 1.14251
H: -0.13888 0.82065 -2.13463
H: 1.54028 -1.44438 -1.28372
H: 1.26505 1.66805 -1.46230
C: -0.10302 0.94533 0.01754
H: -0.03143 -2.30514 0.57668
H: -1.01887 2.34525 1.33973
H: 0.33337 1.48004 2.06049
C: 2.84779 -0.59209 -0.01175
H: -0.31314 2.45674 -1.47308
C: -0.41736 -0.30288 0.20959
H: -2.48264 -2.51683 1.24418
H: -2.87433 -1.18182 0.14892
C: -2.19978 -2.01638 0.31893
C: 0.19229 1.49929 -1.35229
N: 2.44119 -1.28169 -0.89420
O: 3.43702 -0.00478 0.78939
H: -2.31343 -2.73489 -0.49356
H: 0.63738 2.76222 0.87267
C: -0.77740 -1.53865 0.38489

Arrangement iii

Formula: C7H11NO
Source: the Open Molecules 2025 dataset
Level of theory: wB97M-V/def2-TZVPD

## Properties
* HOMO-LUMO gap: 9.579 eV
* E_HOMO: -8.66 eV
* LUMO energy: 0.92 eV
* SMILES: C=C1[C@@H](C)CC(=O)N1C
* total charge: 0

Cartesian coordinates (Å):
H: -2.50696 1.52725 -0.86534
C: 0.12703 0.33697 0.74217
C: -1.23611 -0.96615 -0.82869
H: -1.61191 -0.57152 -1.78128
H: -1.78873 0.13471 1.03855
H: 2.89023 -0.19799 0.47139
C: 2.32560 -0.96654 0.10753
C: 0.21449 -1.37466 -0.92956
C: -1.52296 1.52246 -0.58427
H: -1.80108 -1.79117 -0.50439
H: 1.50395 1.35931 1.92273
H: -0.84268 1.72913 -1.35904
H: 2.48014 -1.81435 0.84007
H: -1.47762 2.28343 0.12462
C: 0.55241 1.14802 1.68390
O: 0.57709 -2.27432 -1.61530
N: 0.94176 -0.62233 0.00330
H: -0.24209 1.73164 2.26338
C: -1.22100 0.21331 0.16057
H: 2.63844 -1.40721 -0.89036

The structure with the least stability is arrangement i.

Arrangement i

Formula: C7H11NO
Source: the Open Molecules 2025 dataset
Level of theory: wB97M-V/def2-TZVPD

## Properties
* HOMO-LUMO gap: 9.206 eV
* E_HOMO: -8.36 eV
* LUMO energy: 0.85 eV
* total charge: 0

Cartesian coordinates (Å):
H: 0.35791 0.66691 -3.35940
C: 1.65562 1.88306 -0.35418
H: 0.88538 -1.64920 1.76730
H: -1.87566 -1.39322 0.67413
H: 1.39185 1.20158 1.52871
C: -2.16544 -0.30827 0.75468
H: -2.66246 -0.20253 1.81196
C: -0.04752 -0.06006 -1.36945
H: -0.45403 -2.16432 0.42772
C: 0.55930 0.75172 -2.24330
H: 2.42264 2.61825 -0.33720
H: -2.73439 0.11226 -0.16177
H: -0.62428 -0.82571 -1.69181
H: 1.28114 -2.20958 0.14754
C: 1.19394 0.95283 0.48935
O: 1.40718 1.74232 -1.73675
H: -0.42180 -0.10201 1.98909
C: 0.54134 -1.49538 0.66012
N: -0.91593 0.47634 0.94947
C: 0.20522 0.00501 0.05376

Arrangement ii

Formula: C7H11NO
Source: the Open Molecules 2025 dataset
Level of theory: wB97M-V/def2-TZVPD

## Properties
* HOMO-LUMO gap (spin up / spin down): 7.130 / 7.131 eV
* E_HOMO (spin up / spin down): -7.95 / -7.95 eV
* LUMO energy (spin up / spin down): -0.82 / -0.82 eV
* SMILES: C=CN(C)C(=C)C(C)=O
* total charge: 0

Cartesian coordinates (Å):
H: -2.39735 1.51185 -1.09243
H: 2.24157 -1.07358 1.26259
C: -1.04416 -0.00043 2.04965
H: 2.92582 0.25159 0.30862
H: -0.26915 1.79406 1.28300
H: 2.22709 0.59883 1.91136
C: 2.12906 -0.01433 1.01143
N: 0.85166 0.25535 0.36337
H: -1.36724 -1.01522 1.84561
C: -0.42193 0.73406 1.08894
H: 1.97097 -1.70298 -1.38255
H: -1.28622 0.43847 3.01105
H: -1.88326 0.63624 -2.55628
C: -1.56146 1.00530 -1.58005
H: -0.74841 1.71908 -1.73105
C: -1.13452 -0.17226 -0.71853
H: 0.31856 -1.90523 -2.23025
C: 0.93188 -1.41418 -1.48183
O: -1.87802 -1.18836 -0.64410
C: 0.39512 -0.45830 -0.71853

Arrangement iii

Formula: C7H11NO
Source: the Open Molecules 2025 dataset
Level of theory: wB97M-V/def2-TZVPD

## Properties
* HOMO-LUMO gap: 9.112 eV
* E_HOMO: -9.10 eV
* LUMO energy: 0.02 eV
* SMILES: [H]/N=C(/C)[C@H](C)[C@@H]1CC1=O
* total charge: 0

Cartesian coordinates (Å):
C: -0.31635 0.15260 -0.83636
C: -0.75634 -2.01293 0.59176
H: 1.78420 -0.59683 1.34672
H: -0.19491 2.28914 -1.23670
N: 2.01453 -0.14148 -1.57305
H: -2.26325 -1.08640 1.83832
H: -0.45697 -0.07810 -1.90207
H: -1.84590 1.69192 -0.98422
H: -2.14547 -0.93529 -0.64381
C: 1.77452 0.33126 0.77261
H: 1.20001 1.08603 1.31183
C: -1.29350 -0.91794 1.39015
C: -1.20566 -0.82296 -0.11122
O: 0.33769 -2.53240 0.64887
H: 2.80630 0.68291 0.68093
H: -0.76348 1.90428 0.39459
C: -0.80580 1.59028 -0.65353
H: 1.52448 -0.29030 -2.45926
C: 1.19262 0.08781 -0.59708
H: -0.58672 -0.40158 2.02151

The structure with the least stability is arrangement i.

Arrangement i

Formula: C4H4N2OS
Source: the Open Molecules 2025 dataset
Level of theory: wB97M-V/def2-TZVPD

## Properties
* HOMO-LUMO gap: 8.571 eV
* E_HOMO: -8.74 eV
* LUMO energy: -0.17 eV
* SMILES: O/C=C1\C=NC(S)=N1
* total charge: 0

Cartesian coordinates (Å):
N: 0.04140 -0.92961 -1.08823
H: -1.98123 1.95242 -1.37339
H: 0.66883 0.83308 2.60147
C: 1.15717 0.00690 2.08599
S: -1.93514 0.75151 -1.95450
C: 0.79377 -0.04779 0.79171
O: 2.16073 -0.72013 2.58632
C: -0.60549 0.28512 -0.83025
H: 1.44494 -2.14890 -0.07360
N: -0.26386 0.85459 0.27251
H: 2.15284 -0.53236 3.57607
C: 0.81259 -1.21793 -0.12063

Arrangement ii

Formula: C4H4N2OS
Source: the Open Molecules 2025 dataset
Level of theory: wB97M-V/def2-TZVPD

## Properties
* HOMO-LUMO gap: 8.946 eV
* E_HOMO: -9.04 eV
* LUMO energy: -0.10 eV
* SMILES: N#C/C=C(\N)SC=O
* total charge: 0

Cartesian coordinates (Å):
H: -3.74153 -0.70128 -0.02703
H: 1.58389 -1.96736 0.36050
H: -0.64468 1.60606 0.56314
C: 0.21304 -0.12565 -0.00157
C: -2.68302 -0.21234 -0.03715
C: 2.74480 -0.34598 -0.02205
N: 0.13948 1.17635 -0.34040
N: 3.74043 0.16582 -0.27333
C: 1.40028 -0.84417 0.14181
S: -1.17499 -1.29263 -0.26499
H: 0.93984 1.57081 -0.03799
O: -2.51756 0.97038 -0.06095

The structure with the least stability is arrangement ii.

Arrangement i

Formula: C4H4N2OS
Source: the Open Molecules 2025 dataset
Level of theory: wB97M-V/def2-TZVPD

## Properties
* HOMO-LUMO gap: 7.674 eV
* E_HOMO: -8.26 eV
* LUMO energy: -0.58 eV
* SMILES: Nc1ncc(C=S)o1
* total charge: 0

Cartesian coordinates (Å):
H: -1.23842 2.62801 -0.47046
S: 1.93183 -0.57698 -2.55087
O: 0.17655 0.54689 -0.52980
C: -0.70085 0.84203 0.43406
C: 1.36397 -1.36827 -1.23919
C: -0.12055 -1.19175 0.89651
H: -0.06733 -2.05850 1.63809
H: -1.47763 2.40617 1.40527
C: 0.52668 -0.79116 -0.28204
N: -1.23095 2.03121 0.46652
H: 1.77829 -2.32279 -1.03187
N: -0.94159 -0.14486 1.26376

Arrangement ii

Formula: C4H4N2OS
Source: the Open Molecules 2025 dataset
Level of theory: wB97M-V/def2-TZVPD

## Properties
* HOMO-LUMO gap: 8.048 eV
* E_HOMO: -9.20 eV
* LUMO energy: -1.15 eV
* SMILES: Cc1ncnoc1=S
* total charge: 0

Cartesian coordinates (Å):
C: -1.93001 -0.69787 -0.00297
H: 0.35140 2.37527 -0.00429
S: 2.32125 -1.34846 -0.00155
N: -1.52163 -1.89864 0.00170
H: 1.64710 1.48899 -0.86127
N: -1.17823 0.46396 0.00484
C: 0.71558 -1.04647 0.00302
H: -3.02041 -0.59381 -0.00606
O: -0.13608 -2.07292 0.00137
H: 1.66332 1.50994 0.87771
C: 0.10130 0.30368 -0.01431
C: 0.98640 1.51634 0.00181

The structure with the least stability is arrangement ii.